Entry 1:
This record from the Open Molecules 2025 dataset describes a single C17H22N2O5 molecule. The level of theory is wB97M-V/def2-TZVPD.

```
46
Properties=species:S:1:pos:R:3:forces:R:3
C -1.9800 -3.5709 -0.1572 0.2 0.1 0.2
C -1.1175 -2.4830 0.4692 -0.1 0.0 -0.3
C -0.7277 -1.4260 -0.5619 0.1 -0.1 0.3
H -0.0932 -1.8669 -1.3316 0.0 0.0 -0.1
H -1.6359 -1.0436 -1.0294 0.0 0.0 -0.1
C 0.0149 -0.2496 0.0832 0.1 -0.3 -0.3
N -0.7552 0.3180 1.1731 0.3 0.2 0.5
H -0.1325 0.5490 1.9431 -0.1 0.0 -0.1
C -1.4630 1.4966 0.6934 -0.3 0.0 0.0
C -2.8127 1.1085 0.1669 0.3 0.3 -0.9
C -3.3083 0.9316 -1.0935 0.3 0.3 0.6
C -4.6563 0.5258 -0.9369 -0.3 -0.1 0.5
C -4.8764 0.4859 0.4039 -0.5 -0.2 -0.8
O -3.7704 0.8394 1.0751 0.3 0.0 0.5
H -5.7436 0.2342 0.9812 -0.1 0.0 0.2
H -5.3539 0.2986 -1.7164 -0.2 -0.1 -0.1
H -2.7946 1.0723 -2.0228 0.2 0.1 -0.2
H -1.6114 2.2014 1.5177 0.1 0.0 -0.1
C -0.5549 2.0901 -0.4019 -0.4 -0.1 0.2
C 0.5010 2.9974 0.2100 -0.1 -0.2 -0.2
O 0.3206 3.9702 0.8919 -0.1 0.1 0.2
N 1.7346 2.5191 -0.1686 0.2 0.2 0.0
C 1.6770 1.3834 -0.9470 -0.3 0.3 -0.3
O 2.6237 0.8851 -1.4977 0.1 -0.1 0.0
C 0.2388 0.9132 -0.9606 0.0 -0.2 0.0
H -0.0509 0.5821 -1.9564 0.1 0.0 0.0
C 2.9772 3.1470 0.2120 0.2 0.1 0.0
H 2.7814 4.1963 0.4252 0.0 -0.1 0.0
H 3.6872 3.0433 -0.6072 0.0 0.0 0.1
H 3.3798 2.6637 1.1038 0.0 0.0 0.0
H -1.1234 2.6492 -1.1448 0.1 0.1 0.0
C 1.3783 -0.6821 0.6436 -0.4 0.0 0.3
O 1.8555 -0.1632 1.6242 0.2 0.0 0.1
O 1.9410 -1.6481 -0.0515 -0.2 -0.1 -0.3
C 3.2141 -2.1315 0.3959 0.6 0.0 0.3
C 4.3468 -1.1758 0.0573 -0.3 -0.1 0.0
H 4.2725 -0.2774 0.6638 0.0 0.1 0.0
H 5.2993 -1.6592 0.2552 0.1 -0.1 0.0
H 4.2926 -0.8905 -0.9897 0.1 0.0 -0.1
H 3.3348 -3.0851 -0.1218 -0.1 0.1 0.1
H 3.1635 -2.2969 1.4776 0.0 -0.1 -0.2
H -0.2179 -2.9299 0.8959 0.1 0.0 0.1
H -1.6653 -1.9938 1.2756 0.1 0.0 0.0
H -1.4457 -4.0654 -0.9656 0.0 -0.1 -0.1
H -2.8955 -3.1441 -0.5610 -0.1 0.0 -0.1
H -2.2484 -4.3185 0.5849 -0.1 -0.1 0.0
```
Positions in Å, forces in eV/Å.

Summary:
- Total energy: -31204.919 eV
- Highest occupied orbital energy: -8.764 eV
- Energy relative to the best compared isomer or geometry (same formula, charge and spin): 13.54 kcal per mole
- Total charge: 0
- Frontier orbital gap: 9.508 eV

Entry 2:
This record from the Open Molecules 2025 dataset describes a molecular structure, C17H22N2O7RhSSe2. The level of theory is wB97M-V/def2-TZVPD.

```
52
Properties=species:S:1:pos:R:3:forces:R:3
Rh 0.2460 0.5592 0.8331 0.1 0.0 0.4
O 2.9410 -2.5379 1.7500 0.0 0.0 -0.1
C 1.8970 -1.9616 1.4570 0.0 -0.3 0.1
O 1.8054 -0.8741 0.7940 0.0 0.2 -0.1
C 0.5804 -2.5690 1.9916 0.1 0.1 0.1
C -0.0428 -1.5987 3.0040 0.1 0.0 0.0
C -1.1181 -2.2908 3.8411 0.0 0.0 0.1
C -2.2721 -2.4265 2.8169 0.0 0.0 -0.1
C -1.6490 -1.8001 1.5665 0.0 0.1 0.1
O -0.8463 -0.7384 2.1640 -0.3 0.0 0.0
C -0.5963 -2.7303 0.9751 0.1 0.0 -0.2
C -0.2029 -2.3828 -0.4695 -0.1 0.4 -0.2
O 0.4754 -3.2003 -1.0972 0.0 0.0 0.0
O -0.6012 -1.2410 -0.9038 0.0 -0.6 0.0
H 0.8358 -3.5145 2.4665 0.0 0.0 0.0
H 0.6696 -0.9863 3.5509 0.0 0.0 0.0
H -1.4104 -1.6611 4.6819 0.0 0.0 0.0
H -0.7681 -3.2468 4.2289 0.0 0.0 0.0
H -3.1531 -1.8707 3.1364 0.0 0.0 0.0
H -2.5633 -3.4619 2.6392 0.0 0.0 0.0
H -2.3259 -1.3600 0.8423 0.0 0.0 0.0
H -0.9379 -3.7666 0.9705 0.0 0.0 0.0
O -4.3331 4.2358 0.8258 0.0 0.0 0.0
C -3.5984 5.0160 -0.1093 0.0 -0.1 0.0
C -2.1066 4.7183 0.0449 0.0 -0.1 0.2
C -1.3845 5.5889 -0.9927 0.0 0.0 -0.1
O -0.0136 5.3282 -1.1605 0.1 0.0 -0.1
C -1.6798 5.1312 1.4668 -0.2 0.2 0.1
Se -0.0649 4.2162 2.0377 0.1 -0.1 -0.1
C -1.8212 3.2268 -0.2223 0.0 0.2 -0.2
Se -1.2247 2.2257 1.3588 0.0 0.0 0.0
H -5.2674 4.2984 0.6129 0.0 0.0 0.0
H -3.7819 6.0856 0.0541 0.0 0.0 0.0
H -3.9021 4.7714 -1.1342 0.0 0.0 0.0
H -1.5423 6.6455 -0.7276 0.0 0.0 0.0
H -1.8460 5.4294 -1.9744 0.0 0.0 0.0
H 0.3839 4.9832 -0.3467 -0.1 0.0 0.1
H -2.4502 4.8586 2.1854 -0.1 0.1 -0.1
H -1.5128 6.2098 1.5155 0.0 0.0 0.0
H -1.0235 3.1207 -0.9556 0.0 -0.1 0.0
H -2.7147 2.7059 -0.5653 0.0 0.0 0.0
S 1.5763 1.8939 -0.4311 0.1 0.2 -0.1
C 2.1411 0.9149 -1.6956 0.2 0.1 0.0
N 1.5462 -0.2679 -1.9902 0.1 0.0 0.0
C 2.0652 -1.1276 -2.8670 0.0 0.0 0.0
C 3.1860 -0.7818 -3.5783 -0.1 -0.1 0.1
C 3.6996 0.4914 -3.3189 -0.1 0.1 0.1
N 3.2177 1.3166 -2.4164 0.0 0.0 -0.1
H 0.6479 -0.5860 -1.4944 -0.1 0.0 0.0
H 1.5335 -2.0706 -2.9209 0.0 0.0 -0.1
H 3.6429 -1.4514 -4.2896 0.0 0.0 0.0
H 4.5567 0.8471 -3.8838 0.0 0.1 0.0
```
Positions in Å, forces in eV/Å.

Summary:
- Total energy: -179837.657 eV
- Highest occupied orbital energy: -3.867 eV
- Energy relative to the best compared isomer or geometry (same formula, charge and spin): 35.64 kcal per mole
- Total charge: -1
- Frontier orbital gap: 6.107 eV

Entry 3:
This record from the Open Molecules 2025 dataset describes a single C17H22N4O3S molecule at a distorted geometry. The level of theory is wB97M-V/def2-TZVPD.

```
47
Properties=species:S:1:pos:R:3:forces:R:3
C -8.0261 -0.9033 1.0366 -0.1 0.0 -0.2
H -9.0641 -1.2260 1.0024 -0.1 0.0 0.1
H -7.9873 0.0992 1.4570 0.0 0.1 0.1
H -7.4754 -1.5711 1.6951 0.0 0.0 0.1
C -7.4141 -0.9164 -0.3658 0.0 0.0 0.2
C -5.9802 -0.4736 -0.3167 -0.1 -0.1 -0.1
C -5.6474 0.8708 -0.4272 0.1 -0.1 0.0
C -4.3334 1.2844 -0.3385 0.1 0.0 0.0
C -3.3144 0.3572 -0.1332 -0.3 -0.2 0.0
C -3.6366 -0.9904 -0.0203 0.2 -0.1 0.1
C -4.9569 -1.3895 -0.1107 -0.1 0.2 0.0
H -5.1947 -2.4396 -0.0218 0.0 -0.1 0.0
H -2.8550 -1.7137 0.1372 0.0 0.0 0.0
N -2.0014 0.8446 -0.0547 -0.1 0.4 -0.1
C -0.8484 0.1631 0.1533 0.4 0.4 0.0
O -0.7726 -1.0411 0.2941 0.0 -0.3 0.0
C 0.4225 1.0091 0.1962 -0.1 -0.1 -0.2
C 1.3856 0.4512 -0.8673 -0.5 -0.5 0.3
N 2.6918 1.0591 -0.8002 0.8 -0.4 0.5
S 3.6538 0.4875 0.4492 0.2 -0.4 -0.6
O 4.8872 1.2064 0.3961 0.0 0.0 -0.2
O 2.9566 0.4339 1.7110 -0.1 -0.2 -0.1
C 3.8766 -1.1963 -0.0334 -0.1 0.6 0.2
C 4.5956 -1.8583 -0.9951 -0.1 0.4 0.1
N 4.3561 -3.1870 -0.9086 0.2 -0.4 -0.3
C 3.5134 -3.3432 0.0785 -0.1 0.1 0.2
N 3.1862 -2.1641 0.6447 -0.1 -0.1 0.2
H 2.5742 -1.9686 1.4229 0.0 -0.1 0.0
H 3.1234 -4.2871 0.4018 -0.2 -0.1 0.2
H 5.2629 -1.4519 -1.7260 0.1 0.2 -0.2
C 2.6533 2.5039 -0.9149 0.3 0.6 0.3
C 1.7139 3.1310 0.1157 -0.1 0.0 -0.3
C 0.3123 2.5211 0.0065 0.2 -0.1 0.3
H -0.3273 2.9656 0.7736 -0.1 0.0 -0.1
H -0.0979 2.7529 -0.9821 -0.1 0.0 0.0
H 1.6700 4.2102 -0.0396 0.0 0.0 0.0
H 2.1141 2.9403 1.1132 0.0 0.1 0.0
H 3.6760 2.8536 -0.7734 -0.1 0.2 -0.2
H 2.3282 2.7473 -1.9319 0.1 -0.1 0.0
H 1.4974 -0.6260 -0.7394 -0.2 0.0 -0.1
H 0.9818 0.6361 -1.8691 0.1 0.0 0.0
H 0.8817 0.8132 1.1724 -0.2 0.0 -0.1
H -1.9334 1.8472 -0.1528 0.1 -0.2 0.0
H -4.0922 2.3352 -0.4289 0.0 0.1 0.0
H -6.4258 1.6030 -0.5876 -0.1 0.1 0.0
H -7.9862 -0.2496 -1.0141 0.0 -0.1 -0.1
H -7.4753 -1.9266 -0.7750 0.0 0.0 -0.1
```
Positions in Å, forces in eV/Å.

Summary:
- Total energy: -40924.768 eV
- Highest occupied orbital energy: -8.508 eV
- Energy relative to the best compared isomer or geometry (same formula, charge and spin): 34.54 kcal per mole
- Total charge: 0
- Frontier orbital gap: 9.031 eV

Entry 4:
This record from the Open Molecules 2025 dataset describes a single C17H22N4O5 molecule. The level of theory is wB97M-V/def2-TZVPD.

```
48
Properties=species:S:1:pos:R:3:forces:R:3
C -5.3584 -2.6044 -2.7102 0.0 0.0 0.0
C -5.3721 -1.4986 -3.1667 0.0 0.0 0.0
C -5.3905 -0.1501 -3.7251 0.0 0.0 0.0
O -4.9607 0.8295 -2.7632 0.0 0.0 0.0
C -3.6326 0.9300 -2.5943 0.0 0.0 0.0
O -2.8194 0.3077 -3.2202 0.0 0.0 0.0
C -3.3083 1.9622 -1.5322 0.0 0.0 0.0
N -1.8977 2.0233 -1.2654 0.0 0.0 0.0
C -1.3598 1.2651 -0.2672 0.0 0.0 0.0
O -2.0285 0.7486 0.6063 0.0 0.0 0.0
C 0.1468 1.0765 -0.3454 0.0 0.0 0.0
C 0.4341 -0.1206 -1.2641 0.0 0.0 0.0
C 1.9225 -0.3491 -1.4877 0.0 0.0 0.0
C 2.1855 -1.5305 -2.3967 0.0 0.0 0.0
O 1.7050 -2.7036 -1.7735 0.0 0.0 0.0
C 1.8850 -3.8434 -2.5781 0.0 0.0 0.0
N 0.6468 0.8828 0.9934 0.0 -0.1 0.0
C 1.8127 1.4091 1.4079 0.0 0.1 0.0
O 2.5656 2.0651 0.7037 0.0 0.0 0.0
C 2.1305 1.1548 2.8565 -0.1 0.0 0.0
C 3.1942 1.8171 3.4548 0.0 0.0 0.0
N 3.4955 1.6407 4.7350 0.0 0.0 0.0
C 2.7341 0.7949 5.4290 0.0 0.0 0.0
C 3.0708 0.5835 6.8728 0.0 0.0 0.0
C 1.6637 0.1413 4.8202 0.0 0.0 0.0
N 1.3571 0.3223 3.5444 0.0 0.0 0.0
H -5.3399 -3.5849 -2.2997 0.0 0.0 0.0
H -4.7533 -0.0989 -4.6070 0.0 0.0 0.0
H -6.4046 0.1404 -3.9886 0.0 0.0 0.0
H -3.6908 2.9294 -1.8615 0.0 0.0 0.0
H -3.8253 1.6955 -0.6120 0.0 0.0 0.0
H -1.2920 2.2614 -2.0339 0.0 0.0 0.0
H 0.6262 1.9733 -0.7456 0.0 0.0 0.0
H -0.0172 -1.0114 -0.8217 0.0 0.0 0.0
H -0.0679 0.0421 -2.2237 0.0 0.0 0.0
H 2.3791 0.5426 -1.9251 0.0 0.0 0.0
H 2.4247 -0.5214 -0.5336 0.0 0.0 0.0
H 1.6803 -1.3910 -3.3643 0.0 0.0 0.0
H 3.2612 -1.6278 -2.5963 0.0 0.0 0.0
H 1.4957 -4.6987 -2.0300 0.0 0.0 0.0
H 1.3436 -3.7501 -3.5272 0.0 0.0 0.0
H 2.9460 -4.0124 -2.7983 0.0 0.0 0.0
H 0.0697 0.3843 1.6569 0.0 0.0 0.0
H 3.8004 2.4990 2.8732 0.0 0.0 0.0
H 2.3823 -0.1147 7.3459 0.0 0.0 0.0
H 4.0856 0.1964 6.9656 0.0 0.0 0.0
H 3.0347 1.5331 7.4066 0.0 0.0 0.0
H 1.0394 -0.5403 5.3864 0.0 0.0 0.0
```
Positions in Å, forces in eV/Å.

Summary:
- Total energy: -34183.007 eV
- Highest occupied orbital energy: -9.483 eV
- Energy relative to the best compared isomer or geometry (same formula, charge and spin): 45.24 kcal per mole
- Total charge: 0
- Frontier orbital gap: 9.790 eV

Entry 5:
This record from the Open Molecules 2025 dataset describes a molecular structure, C17H22N5O5ScSe6 at a distorted geometry. The level of theory is wB97M-V/def2-TZVPD.

```
56
Properties=species:S:1:pos:R:3:forces:R:3
Sc -0.2808 -1.0622 0.1948 0.6 1.5 -0.9
C 1.4900 0.9713 -3.7097 0.0 0.0 0.0
C 1.2674 0.2010 -2.5591 0.0 0.0 0.0
N 0.1183 0.2114 -1.9163 0.0 -0.1 0.0
C -0.8777 0.9806 -2.3877 0.0 0.0 0.0
C -0.7544 1.7817 -3.5310 0.0 0.0 0.0
C 0.4813 1.7579 -4.1973 0.0 0.0 0.0
C -1.8603 2.5986 -3.9437 0.0 0.0 0.0
C -3.0094 2.6145 -3.2384 0.0 0.0 0.0
C -3.1665 1.8071 -2.0623 0.0 0.0 0.0
C -4.3337 1.8068 -1.2846 0.0 0.0 0.0
C -4.3963 1.0148 -0.1721 0.0 0.0 0.0
C -3.2921 0.2212 0.1617 0.0 0.0 0.0
N -2.1828 0.2037 -0.5517 -0.1 -0.1 0.1
C -2.1123 0.9890 -1.6430 0.0 0.0 0.0
H 2.4574 0.9271 -4.1909 0.0 0.0 0.0
H 2.0408 -0.4370 -2.1515 0.0 0.0 0.0
H 0.6213 2.3670 -5.0838 0.0 0.0 0.0
H -1.7415 3.2161 -4.8268 0.0 0.0 0.0
H -3.8357 3.2480 -3.5393 0.0 0.0 0.0
H -5.1604 2.4509 -1.5612 0.0 0.0 0.0
H -5.2631 1.0097 0.4735 0.0 0.0 0.0
H -3.2940 -0.4015 1.0465 0.0 0.0 0.0
O -0.1295 3.5474 5.3589 0.0 0.0 0.0
C -1.4576 3.0994 5.0429 0.1 0.0 0.0
C -1.4879 2.4812 3.6448 0.0 0.0 -0.1
C -2.9427 2.0677 3.3966 0.0 0.0 0.0
O -3.8391 3.1756 3.3913 0.0 0.1 -0.2
C -0.5428 1.2454 3.6695 0.0 0.0 0.0
Se -1.0370 -0.4481 2.7642 0.0 -0.1 0.2
C -1.0212 3.5797 2.6450 0.0 0.0 0.1
Se -1.8299 3.6461 0.8321 -0.2 0.2 0.1
H -0.1229 3.8076 6.2826 0.0 0.0 0.0
H -2.1579 3.9394 5.0740 0.0 0.0 0.0
H -1.7765 2.3461 5.7756 0.0 0.0 0.0
H -3.2758 1.3800 4.1795 0.0 0.0 0.0
H -2.9876 1.5376 2.4460 0.0 0.0 0.0
H -3.6439 3.6254 2.5427 0.0 0.0 0.1
H -0.4275 0.9227 4.7042 0.0 0.0 0.0
H 0.4518 1.5596 3.3577 0.0 0.0 0.0
H 0.0628 3.5064 2.5409 0.0 0.0 0.0
H -1.2078 4.5549 3.0934 0.0 0.0 0.0
Se 2.5698 -1.3024 0.4460 -0.1 -0.1 -0.2
Se 3.2800 -2.7200 -1.2989 0.0 0.1 0.1
Se 1.5233 -4.2252 -1.6045 -0.1 0.1 0.0
Se -0.2165 -2.8035 -2.2538 0.1 -0.2 0.2
N 1.1420 2.2746 -0.1393 0.0 -0.1 0.1
N 0.4573 1.2727 0.6399 0.1 -0.2 0.0
H 0.9205 3.1716 0.2926 -0.1 0.0 0.0
H 0.6529 2.3261 -1.0254 0.0 0.0 0.0
H -0.4133 1.6784 1.0007 0.0 0.0 0.0
H 1.0560 1.0729 1.4331 0.0 0.0 0.0
O -1.6497 -4.4726 0.9741 0.0 0.0 0.0
N -1.2864 -3.3352 0.8490 0.0 0.1 0.4
O -0.0844 -2.9623 1.0457 -0.1 -1.0 0.2
O -2.0610 -2.3861 0.5197 -0.1 -0.2 -0.2
```
Positions in Å, forces in eV/Å.

Summary:
- Total energy: -448456.309 eV
- Highest occupied orbital energy: -1.534 eV
- Energy relative to the best compared isomer or geometry (same formula, charge and spin): 20.25 kcal per mole
- Total charge: -2
- Frontier orbital gap: 5.740 eV

Entry 6:
This record from the Open Molecules 2025 dataset describes a molecular structure, C17H23AsCl2NOPdS. The level of theory is wB97M-V/def2-TZVPD.

```
47
Properties=species:S:1:pos:R:3:forces:R:3
Pd 0.0845 0.1818 1.5938 0.2 0.0 0.5
Cl -2.8756 5.7064 1.2247 0.0 0.0 0.0
C -1.5154 4.9491 0.4113 -0.1 0.0 0.1
C -0.4617 5.7083 0.0189 0.0 0.1 0.0
C 0.7798 5.2746 -0.5454 0.1 0.0 0.0
Cl 1.6427 6.5734 -1.3815 0.0 0.0 0.0
C 1.4407 4.0612 -0.3882 0.0 0.0 0.0
C 2.7372 3.7745 -0.8291 0.0 0.0 0.0
C 3.3655 2.5879 -0.4425 0.0 0.0 0.0
C 2.6923 1.6623 0.3688 0.1 0.0 0.0
N 1.4589 1.7888 0.7809 -0.3 0.0 -0.2
C 0.7168 2.9858 0.4135 0.0 0.0 -0.2
C -1.6557 3.5810 0.0328 0.1 0.0 0.0
O -1.6714 2.4217 0.7654 0.0 0.1 -0.1
H -0.5567 6.7812 0.1534 0.0 0.0 0.0
H 3.2703 4.5094 -1.4151 0.0 0.0 0.0
H 4.3826 2.3771 -0.7446 0.0 0.0 0.0
H 3.2002 0.7523 0.6784 0.0 0.0 0.0
C -1.9459 -2.6612 1.4334 0.0 0.0 0.0
As -1.4839 -1.2779 2.7148 0.0 0.3 -0.3
C -2.9221 0.0599 2.4545 0.0 -0.1 -0.1
C -2.2621 -2.0546 4.3379 0.1 0.0 0.0
S 0.6592 -1.2502 3.3144 0.0 -0.2 0.0
H -2.9938 -2.9408 1.5479 0.0 0.0 0.0
H -1.3066 -3.5234 1.6145 0.0 0.0 0.0
H -1.7628 -2.2821 0.4297 0.0 0.0 0.0
H -3.8864 -0.3580 2.7510 0.0 0.0 0.0
H -2.9432 0.3702 1.4107 0.0 0.0 0.1
H -2.6903 0.9339 3.0606 0.0 0.0 0.0
H -3.2705 -2.4204 4.1351 0.0 0.0 0.0
H -2.2980 -1.2810 5.1040 0.0 0.0 0.0
H -1.6156 -2.8621 4.6750 0.0 0.0 0.0
C -1.9968 0.9673 -1.5109 0.0 0.0 0.0
C -0.7250 1.8154 -1.5633 0.0 0.0 -0.1
C -0.8238 2.8119 -2.7288 0.0 0.0 0.0
C 0.4610 0.8871 -1.8312 0.0 0.0 0.0
C -0.6065 2.6461 -0.2717 -0.1 -0.2 0.1
H -2.1094 0.4340 -2.4585 0.0 0.0 0.0
H -2.8847 1.5779 -1.3441 0.0 0.0 0.0
H -1.9320 0.2309 -0.7058 0.0 0.0 0.0
H -0.9177 2.2700 -3.6736 0.0 0.0 0.0
H 0.0681 3.4395 -2.7788 0.0 0.0 0.0
H -1.6916 3.4631 -2.6101 0.0 0.0 0.0
H 0.2924 0.3882 -2.7900 0.0 0.0 0.0
H 0.5633 0.1217 -1.0589 0.0 0.0 0.0
H 1.4013 1.4350 -1.8951 0.0 0.0 0.0
H 0.3948 3.4590 1.3523 0.0 0.0 0.0
```
Positions in Å, forces in eV/Å.

Summary:
- Expectation value of S²: 2.0200
- Total energy: -121735.753 eV
- Highest occupied orbital energy (spin up / spin down): -2.364 / -4.202 eV
- Energy relative to the best compared isomer or geometry (same formula, charge and spin): 69.93 kcal per mole
- Total charge: -1
- Frontier orbital gap (spin up / spin down): 5.145 / 6.107 eV
- Multiplicity: 3